Record 1
42
Properties=species:S:1:pos:R:3 method="wB97M-V/def2-TZVPD" e_above_lowest_kj_mol=300.1 e_tot_ev=-23961.036 smiles=CN[C@@H](C)CN.O.O.O.O.O.O.O.O homo_energy_ev=-8.94
C -3.911 -0.527 0.541
N -3.194 0.788 0.799
C -1.748 0.914 0.455
C -1.008 -0.413 0.090
C -1.755 1.888 -0.736
N -0.389 2.438 -0.905
H -4.848 -0.435 0.007
H -3.166 -1.232 0.133
H -4.146 -0.913 1.554
H -3.361 0.898 1.783
H -1.145 1.327 1.269
H -0.038 -0.229 -0.322
H -1.565 -0.796 -0.793
H -0.988 -1.061 0.954
H -2.267 1.467 -1.629
H -2.426 2.713 -0.493
H -0.256 3.238 -1.516
H 0.255 1.757 -1.291
O 1.557 2.485 1.353
H 1.883 1.604 1.163
H 1.062 2.796 0.576
O -0.328 1.103 4.527
H 0.202 1.899 4.449
H -0.597 0.822 3.643
O -0.265 1.706 -3.521
H 0.315 1.420 -4.227
H -0.248 1.048 -2.829
O 2.534 -3.291 0.487
H 2.536 -4.263 0.509
H 2.213 -3.146 1.394
O 3.207 -0.844 -0.986
H 3.056 -1.112 -1.895
H 2.877 -1.651 -0.550
O 3.277 -0.658 2.363
H 2.871 0.165 2.660
H 3.632 -0.430 1.494
O 0.628 -3.505 -1.304
H 1.277 -3.840 -0.649
H 0.464 -2.606 -1.005
O 0.901 -0.608 -2.596
H 1.223 -0.144 -1.815
H 1.677 -0.772 -3.138

---

Record 2
47
Properties=species:S:1:pos:R:3 method="wB97M-V/def2-TZVPD" charge=-1 e_above_lowest_kj_mol=139.9 e_tot_ev=-32171.394 homo_energy_ev=-6.67
C -1.077 -0.239 0.400
N -1.511 0.039 -0.950
C -0.426 -0.416 -1.954
O 0.823 -0.129 -1.438
C -2.120 0.539 1.325
N -1.415 1.196 2.435
C -1.896 1.091 3.698
O -1.260 1.461 4.669
H -1.137 -1.318 0.587
H -0.119 0.133 0.784
H -1.566 1.027 -1.162
H -0.686 0.200 -2.849
H -0.524 -1.467 -2.245
H -2.818 -0.185 1.742
H -2.587 1.311 0.708
H -0.452 1.455 2.257
H -2.891 0.611 3.718
H -2.805 -3.490 -1.277
H -3.163 -2.213 -0.617
O -3.566 -3.055 -0.877
H 1.732 2.516 -1.535
H 0.862 1.131 -1.051
O 1.188 2.230 -0.789
H 2.554 3.384 1.585
H 2.475 2.634 0.219
O 3.092 3.122 0.834
H 0.041 -4.276 1.941
H 0.246 -3.063 0.894
O -0.383 -3.582 1.437
H 1.665 1.463 -3.547
H 0.270 1.910 -3.978
O 1.181 2.214 -3.914
H 1.390 -1.457 -0.464
H 1.877 -2.828 -0.893
O 1.487 -2.382 -0.134
H 5.019 -0.699 -0.098
H 3.713 -1.275 0.383
O 4.657 -1.468 0.352
H 3.247 1.003 -1.120
H 2.234 0.340 -1.986
O 3.224 0.529 -1.960
H -2.889 -2.956 1.776
H -1.757 -2.165 2.433
O -2.704 -2.328 2.486
H -1.042 3.792 -1.096
H -0.747 2.584 -0.129
O -1.437 3.076 -0.597

---

Record 3
45
Properties=species:S:1:pos:R:3 method="wB97M-V/def2-TZVPD" charge=-1 e_above_lowest_kj_mol=446.0 e_tot_ev=-36860.094 homo_energy_ev=-3.89
C 2.048 1.286 0.124
N 1.018 0.230 0.659
C 1.136 -0.089 2.101
C -0.247 0.122 2.826
S -1.309 -1.354 3.082
C 1.803 1.043 -1.506
N 0.782 0.265 -2.130
H 3.183 1.143 0.231
H 1.726 2.270 0.488
H 0.978 -0.555 0.082
H 1.373 -1.179 2.252
H 2.049 0.381 2.605
H -0.186 0.438 3.856
H -0.823 0.784 2.200
H 1.763 1.973 -1.929
H 2.837 0.615 -1.843
H -0.050 0.526 -1.750
H 0.868 -0.718 -2.019
H -0.025 2.800 -0.521
H -1.023 3.815 0.045
O -0.024 3.522 -0.044
H -2.740 -1.229 1.217
H -1.838 -1.576 -0.068
O -2.696 -1.109 0.199
H -1.294 3.077 2.291
H 0.229 2.950 2.523
O -0.651 3.259 2.934
H -3.452 -1.436 -2.535
H -1.949 -1.340 -3.312
O -2.622 -1.964 -2.906
H -2.663 0.146 -0.478
H -2.175 1.409 0.213
O -2.598 1.238 -0.651
H -0.481 -4.175 1.959
H 0.472 -3.095 1.920
O 0.208 -3.925 1.431
H -0.785 -3.100 -1.951
H 0.402 -3.367 -1.155
O -0.021 -2.617 -1.607
H 2.385 -2.774 0.118
H 2.904 -1.411 0.788
O 2.967 -1.923 -0.052
H 0.263 1.659 -3.043
H -1.297 1.923 -3.006
O -0.447 2.062 -3.640